Molecular formula: C30H36Cl49F3N3O
Method: DFT, the ωB97M-V functional and the def2-TZVPD basis

Structure (XYZ):
```
122
Properties=species:S:1:pos:R:3
C 1.37493 0.31183 3.84644
C 0.27410 -0.39021 3.34445
C -0.60452 0.39575 2.33434
C -1.70920 1.15143 2.94358
C -2.53333 1.93340 2.05041
Cl -3.89303 2.88190 2.73231
C -2.24712 1.92206 0.62091
C -3.17158 2.82617 -0.25910
C -2.57868 4.32057 -0.12534
C -2.25208 4.97814 -1.52099
C -0.69658 4.92887 -1.83625
C 0.05828 6.24242 -1.34398
N 0.68542 6.00113 -0.02318
N -1.20538 1.16094 0.09197
N -1.02957 1.19429 -1.27938
C -0.36806 0.39181 0.90158
C 0.84081 -0.45343 0.40068
O 0.66422 -1.10221 -0.86750
C 1.60200 -0.74383 -1.79752
F 1.13300 -1.21248 -3.00240
F 2.78356 -1.40164 -1.60129
F 1.77968 0.59014 -1.94400
H 1.46515 0.60939 4.95307
H 2.17688 0.61412 3.12556
H 0.04367 -1.43337 3.66566
H -1.90908 1.12659 4.03142
H -3.22543 2.48235 -1.31568
H -4.20377 2.81824 0.15883
H -1.60023 4.26612 0.43064
H -3.26204 4.91829 0.52135
H -2.48943 6.06612 -1.41717
H -2.84145 4.51070 -2.35013
H -0.17759 4.08077 -1.31873
H -0.56717 4.85914 -2.96134
H 0.90126 6.38250 -2.07828
H -0.60159 7.13622 -1.38674
H 0.70960 6.84097 0.55350
H 1.65221 5.69464 -0.14271
H -1.88643 1.01003 -1.79113
H -0.54523 2.03279 -1.59653
H 1.75094 0.19686 0.46368
H 1.00976 -1.27673 1.14820
C 3.27105 -0.90238 -5.94451
Cl 3.71742 0.74021 -5.48070
Cl 2.52930 -0.92690 -7.54612
Cl 4.67020 -1.97657 -5.88396
H 2.53361 -1.26251 -5.22494
C -7.42336 2.48767 0.56002
Cl -6.42413 1.19764 1.25249
Cl -7.98998 3.57642 1.82804
Cl -6.53724 3.38795 -0.67781
H -8.28827 2.03116 0.09025
C -2.57292 4.70537 6.04325
Cl -2.14735 3.26201 5.10711
Cl -1.41175 4.96569 7.34565
Cl -2.66178 6.12418 4.99736
H -3.55048 4.54610 6.48483
C 0.29460 -3.40404 4.29421
Cl 1.15367 -4.67296 5.16629
Cl -0.12747 -2.07308 5.37904
Cl 1.26848 -2.81079 2.93588
H -0.62343 -3.82392 3.89625
C 3.90657 -5.89120 -5.36067
Cl 5.55955 -6.27789 -4.87354
Cl 3.59035 -6.47125 -6.99768
Cl 2.74500 -6.56418 -4.21255
H 3.79342 -4.81107 -5.35242
C -6.07210 5.88725 8.16116
Cl -5.57603 6.97090 9.46172
Cl -5.80116 6.63766 6.58217
Cl -5.20562 4.34852 8.26773
H -7.13362 5.68968 8.26680
C 7.52908 -3.94570 -2.48337
Cl 6.50751 -3.43251 -3.83226
Cl 6.62230 -3.89980 -0.96557
Cl 8.18026 -5.56312 -2.76818
H 8.36083 -3.25392 -2.40434
C 4.83609 -4.76062 -10.51543
Cl 4.58737 -3.79997 -9.05332
Cl 6.25664 -5.79638 -10.34438
Cl 3.40075 -5.72757 -10.87449
H 5.00642 -4.08213 -11.34446
C 2.94264 -6.07155 1.12590
Cl 4.60761 -6.45956 1.57350
Cl 2.57094 -6.70325 -0.48070
Cl 1.81015 -6.70372 2.32263
H 2.83974 -4.99168 1.09891
C 5.41588 -8.76787 4.45002
Cl 5.22116 -7.75400 5.88527
Cl 6.83134 -9.81183 4.61364
Cl 3.96200 -9.72896 4.16573
H 5.56749 -8.11999 3.59419
C -4.53695 8.61290 -1.82315
Cl -5.41216 9.65267 -0.69840
Cl -2.79672 8.90345 -1.71064
Cl -4.90985 6.91018 -1.51509
H -4.85752 8.85415 -2.83116
C -5.18592 0.54342 5.28533
Cl -5.51014 1.28591 6.85500
Cl -3.67112 -0.37291 5.32962
Cl -6.52574 -0.49701 4.79758
H -5.08337 1.33421 4.54916
C 1.56107 4.07693 -6.92668
Cl 0.30359 3.85524 -5.69992
Cl 0.90200 3.81844 -8.54313
Cl 2.27701 5.68596 -6.79635
H 2.33957 3.34086 -6.75311
C 2.11177 -1.11486 7.74858
Cl 1.73330 -0.86765 6.02682
Cl 0.70492 -0.74284 8.74898
Cl 2.66418 -2.76858 8.03799
H 2.91300 -0.43514 8.01895
C -0.97159 -7.82031 -0.51274
Cl -2.01356 -7.33417 -1.85554
Cl -1.83164 -7.66907 1.02599
Cl -0.38852 -9.47171 -0.74730
H -0.11396 -7.15663 -0.48917
C -0.33087 -2.84606 -5.63595
Cl 1.34237 -3.15730 -5.15243
Cl -0.59845 -3.35237 -7.30429
Cl -1.45324 -3.66822 -4.54705
H -0.51111 -1.77783 -5.56973
```

Calculated values
**Strongest force on any atom**: 7.37 eV Å⁻¹
**Charge**: +1
**Molecular weight**: 2248.83 g mol⁻¹
**Gap between HOMO and LUMO**: 6.86 eV
**HOMO energy**: -10.7520 eV

---

Molecular formula: C7H11N
Method: DFT, the ωB97M-V functional and the def2-TZVPD basis

Structure (XYZ):
```
19
Properties=species:S:1:pos:R:3
C 1.56140 -0.31779 -1.04207
C -0.02171 -0.09119 -0.70920
C -0.96083 -1.33562 -0.60750
C -1.15778 -1.60716 0.65747
C -0.54429 -0.50237 1.62901
C 0.08333 0.37277 0.85752
N -0.62622 1.71927 0.53607
C -0.42216 1.42483 -0.89998
H 2.60964 0.13469 -0.47840
H 1.79603 0.16379 -2.23209
H 1.60679 -1.62505 -0.97279
H -1.35261 -1.72524 -1.55565
H -1.69527 -2.38703 0.93305
H 0.23701 -1.05546 2.08427
H -1.21916 0.03118 2.39945
H 1.15689 0.72517 1.17245
H -0.35171 2.55612 0.89698
H 0.59307 1.88797 -1.18409
H -1.29243 1.63111 -1.48449
```

Calculated values
**Strongest force on any atom**: 10.46 eV Å⁻¹
**Molecular weight**: 109.17 g mol⁻¹
**Gap between HOMO and LUMO**: 9.45 eV
**Relative energy (zero: lowest compared OMol25 entry of this formula, charge and spin)**: 145.8 kcal per mole
**HOMO energy**: -8.4266 eV
**SMILES**: C[C@@]12C=CC[C@@H]1NC2

---

Molecular formula: C4H13N3
Method: DFT, the ωB97M-V functional and the def2-TZVPD basis

Structure (XYZ):
```
20
Properties=species:S:1:pos:R:3
C 3.27111 -0.38379 2.83327
C 2.75689 1.04399 2.21952
C 1.50553 1.77769 2.37253
N -3.78251 -2.55689 -4.13057
C -3.51808 -1.58854 -3.15096
N -3.71905 -0.33224 -3.43617
N 2.40678 -1.23193 2.05510
H 3.13257 -0.20596 3.96971
H 4.40875 -0.37173 2.62454
H 3.55590 1.68445 2.82633
H 3.04728 1.09225 1.15099
H 0.71367 1.32443 3.08073
H 1.44576 2.88148 2.20489
H -3.31573 -3.38177 -4.37235
H -4.38450 -2.05094 -4.79005
H -3.11011 -1.92355 -2.17277
H -3.75193 2.49201 -3.08079
H -4.45133 2.42231 -3.33276
H 2.59237 -2.26229 1.87325
H 1.19663 1.57104 1.25555
```

Calculated values
**Strongest force on any atom**: 6.17 eV Å⁻¹
**Charge**: +2
**Molecular weight**: 103.17 g mol⁻¹
**Gap between HOMO and LUMO**: 5.32 eV
**Relative energy (zero: lowest compared OMol25 entry of this formula, charge and spin)**: 311.7 kcal per mole
**HOMO energy**: -17.1334 eV

---

Molecular formula: C7H11CoNP
Method: DFT, the ωB97M-V functional and the def2-TZVPD basis

Structure (XYZ):
```
21
Properties=species:S:1:pos:R:3
C -0.25306 1.77366 -0.01640
C 0.46711 2.06231 1.19862
C -0.41598 1.78384 2.25612
C -1.73739 1.59727 1.76779
C -1.64783 1.52979 0.32827
Co 0.11380 -1.10215 -1.80650
P 2.01178 -0.75005 -2.79521
H 0.19909 1.72298 -1.01306
H 1.52622 2.30845 1.28712
H -0.16104 1.81562 3.30927
H -2.45891 1.25900 -0.33610
H -2.63553 1.53314 2.37672
H 3.16447 -1.40581 -2.24432
H 2.37108 0.65235 -2.71687
H 2.16775 -0.94688 -4.20043
C -0.71341 -4.43062 0.87317
C -0.46545 -3.16893 0.19556
N -0.23479 -2.22982 -0.45839
H 0.24315 -4.94283 1.01097
H -1.35643 -5.07567 0.25577
H -1.17813 -4.26723 1.86150
```

Calculated values
**Strongest force on any atom**: 3.88 eV Å⁻¹
**Charge**: -1
**Molecular weight**: 199.08 g mol⁻¹
**Expectation value of S²**: 3.764
**Gap between HOMO and LUMO (spin up / spin down)**: 3.77 / 5.19 eV
**HOMO energy (spin up / spin down)**: -0.9589 / -2.4485 eV
**2S+1**: 4

---

Molecular formula: C9H14NO4
Method: DFT, the ωB97M-V functional and the def2-TZVPD basis

Structure (XYZ):
```
28
Properties=species:S:1:pos:R:3
C -1.75352 -0.23796 1.31066
C -1.00008 -1.47376 0.81251
C 2.62060 -0.24733 -0.14804
C -1.49642 0.30793 -1.16172
C 1.49007 -0.79301 0.56150
C -2.12268 0.64913 0.17412
C 1.67817 0.74785 0.56742
C 0.20386 -1.16667 -0.10211
C 0.57705 1.23685 -0.35425
N -0.05398 0.06318 -0.98102
O -3.13040 1.50290 0.31408
O 2.06114 1.46147 1.65314
O 0.29114 -2.26629 -1.04024
O 0.69550 2.19269 -1.35148
H -2.69736 -0.39546 1.80979
H -1.04167 0.18551 2.18708
H -0.62614 -2.02284 1.73903
H -1.55364 -2.15423 0.21543
H 3.70234 -0.42270 0.20805
H 2.71829 -0.19392 -1.27184
H -1.85921 -0.68449 -1.56052
H -1.74025 0.97642 -1.92279
H 1.60858 -1.36821 1.41675
H 0.33219 -0.17892 -1.87406
H -3.51453 1.78468 -0.55322
H 2.12228 2.47036 1.46455
H 1.19658 -2.81656 -1.00608
H 1.29209 2.84337 -1.10674
```

Calculated values
**Strongest force on any atom**: 4.02 eV Å⁻¹
**Charge**: +1
**Molecular weight**: 200.21 g mol⁻¹
**Gap between HOMO and LUMO (spin up / spin down)**: 6.35 / 9.52 eV
**Relative energy (zero: lowest compared OMol25 entry of this formula, charge and spin)**: 55.7 kcal per mole
**HOMO energy (spin up / spin down)**: -10.5663 / -12.3004 eV

---

Molecular formula: CH6N2O3
Method: DFT, the ωB97M-V functional and the def2-TZVPD basis

Structure (XYZ):
```
12
Properties=species:S:1:pos:R:3
C -0.11690 0.11167 0.83032
N -0.88897 -0.35820 -0.18229
N -0.14863 -1.36472 -0.88889
O 0.88761 -0.58802 1.28146
O 0.53396 1.33149 -0.82277
O -0.68849 0.96706 1.64897
H -0.03941 1.27025 2.29934
H 1.09139 -1.20954 0.53123
H 0.85741 2.21099 -1.03618
H -1.01455 0.50516 -0.77808
H -0.81243 -2.03468 -1.25914
H 0.33901 -0.84146 -1.62397
```

Calculated values
**Strongest force on any atom**: 0.76 eV Å⁻¹
**Molecular weight**: 94.07 g mol⁻¹
**Gap between HOMO and LUMO**: 9.25 eV
**Relative energy (zero: lowest compared OMol25 entry of this formula, charge and spin)**: 35.1 kcal per mole
**HOMO energy**: -8.6226 eV

---

Molecular formula: C2H3INO2
Method: DFT, the ωB97M-V functional and the def2-TZVPD basis

Structure (XYZ):
```
9
Properties=species:S:1:pos:R:3
C -1.56351 -0.71339 -1.92449
C 1.04947 0.68708 1.28635
N 0.67818 0.01576 0.13056
O -2.46333 -0.07634 -1.67197
O -0.52835 -0.08860 -0.18938
I -0.37439 -2.12156 -2.58198
H 1.02303 -0.10584 2.01561
H 0.17901 1.31508 1.65493
H 1.99990 1.08781 1.28035
```

Calculated values
**Strongest force on any atom**: 4.86 eV Å⁻¹
**Charge**: +1
**Molecular weight**: 199.95 g mol⁻¹
**Gap between HOMO and LUMO (spin up / spin down)**: 8.68 / 8.68 eV
**Relative energy (zero: lowest compared OMol25 entry of this formula, charge and spin)**: 35.6 kcal per mole
**HOMO energy (spin up / spin down)**: -14.3207 / -14.3208 eV